1.
{"formula": "C38H41Br2CoN4P2", "method": "wB97M-V/def2-TZVPD", "symbols": ["Co", "Br", "C", "C", "C", "N", "C", "C", "C", "C", "C", "Br", "C", "C", "N", "H", "H", "H", "H", "H", "H", "C", "P", "C", "N", "C", "C", "C", "C", "C", "C", "N", "C", "P", "C", "C", "C", "C", "C", "C", "C", "C", "C", "H", "H", "H", "H", "H", "H", "H", "H", "H", "H", "H", "H", "H", "H", "H", "H", "H", "H", "H", "H", "H", "H", "H", "H", "H", "H", "H", "H", "C", "C", "C", "C", "C", "C", "C", "C", "C", "C", "H", "H", "H", "H", "H", "H", "H"], "coordinates": [[-0.386, 0.101, 0.716], [5.470, 1.268, -2.187], [3.722, 1.007, -1.607], [3.017, -0.119, -1.990], [1.747, -0.290, -1.478], [1.164, 0.579, -0.636], [1.833, 1.710, -0.337], [3.116, 1.945, -0.787], [1.105, 2.693, 0.517], [1.535, 3.997, 0.678], [0.812, 4.833, 1.512], [1.354, 6.600, 1.756], [-0.306, 4.348, 2.166], [-0.670, 3.037, 1.929], [0.000, 2.230, 1.105], [3.443, -0.854, -2.662], [1.165, -1.156, -1.764], [3.649, 2.841, -0.505], [2.407, 4.374, 0.162], [-0.884, 4.974, 2.832], [-1.531, 2.610, 2.431], [-3.930, -0.673, 0.206], [-2.430, 0.066, -0.508], [-1.883, -1.149, -1.816], [-2.219, -0.909, -3.061], [-1.738, -1.723, -4.035], [-2.108, -1.498, -5.381], [-1.586, -2.293, -6.356], [-0.676, -3.337, -6.040], [-0.304, -3.575, -4.751], [-0.842, -2.770, -3.720], [-0.490, -3.004, -2.431], [-1.007, -2.252, -1.490], [-0.578, -2.612, 0.270], [1.184, -3.110, 0.193], [-1.416, -4.284, 0.586], [-0.711, -5.391, -0.202], [-1.286, -4.553, 2.093], [-2.893, -4.246, 0.194], [-3.058, 1.605, -1.346], [-3.623, 2.473, -0.206], [-1.857, 2.294, -2.006], [-4.173, 1.386, -2.372], [-4.626, -0.936, -0.586], [-4.398, 0.038, 0.888], [-3.679, -1.568, 0.764], [-2.805, -0.700, -5.608], [-1.865, -2.130, -7.390], [-0.278, -3.952, -6.837], [0.381, -4.373, -4.490], [1.407, -3.601, -0.753], [1.380, -3.800, 1.012], [1.838, -2.249, 0.332], [0.274, -5.626, 0.205], [-0.605, -5.149, -1.260], [-1.317, -6.298, -0.126], [-0.255, -4.457, 2.447], [-1.608, -5.577, 2.309], [-1.912, -3.874, 2.680], [-3.045, -3.976, -0.854], [-3.472, -3.572, 0.825], [-3.313, -5.245, 0.337], [-3.005, 2.446, 0.693], [-4.634, 2.166, 0.068], [-3.675, 3.514, -0.540], [-1.115, 2.608, -1.268], [-2.202, 3.187, -2.534], [-1.370, 1.643, -2.737], [-5.010, 0.818, -1.959], [-3.817, 0.886, -3.265], [-4.561, 2.371, -2.653], [-2.710, -0.709, 5.820], [-3.022, -1.092, 4.518], [-2.101, -0.912, 3.492], [-0.842, -0.364, 3.738], [0.117, -0.164, 2.681], [1.437, 0.218, 3.074], [1.735, 0.628, 4.353], [0.760, 0.530, 5.354], [-0.526, 0.014, 5.073], [-1.474, -0.147, 6.094], [-3.432, -0.849, 6.615], [-3.991, -1.531, 4.308], [-2.330, -1.229, 2.481], [2.236, 0.242, 2.338], [2.726, 0.999, 4.590], [1.001, 0.812, 6.375], [-1.230, 0.180, 7.100]], "forces_ev_per_angstrom": [[0.05, -0.24, 0.41], [0.13, 0.04, -0.06], [0.12, 0.06, -0.02], [-0.13, -0.16, -0.09], [-0.14, 0.09, 0.01], [0.15, -0.15, 0.04], [-0.22, 0.09, 0.10], [0.04, 0.17, -0.01], [0.10, -0.15, -0.17], [0.15, 0.05, -0.05], [0.10, 0.12, -0.04], [0.04, 0.12, 0.01], [-0.16, -0.08, 0.07], [-0.04, -0.08, 0.00], [-0.11, -0.10, 0.10], [-0.04, 0.06, 0.06], [0.05, 0.01, 0.09], [0.00, -0.06, -0.01], [-0.05, -0.01, 0.04], [0.03, -0.04, -0.02], [-0.01, -0.01, -0.04], [0.06, 0.02, 0.08], [-0.27, -0.02, -0.67], [0.14, -0.15, -0.06], [0.04, -0.09, 0.18], [-0.04, 0.13, 0.09], [-0.05, 0.04, 0.00], [0.05, -0.06, -0.08], [-0.03, 0.01, -0.14], [0.04, -0.06, 0.06], [0.07, -0.03, 0.10], [-0.10, 0.08, 0.06], [-0.15, 0.14, -0.12], [-0.06, 0.03, -0.19], [-0.01, 0.11, 0.02], [0.05, 0.13, 0.17], [-0.02, -0.10, 0.00], [-0.04, 0.01, 0.02], [0.02, -0.04, -0.02], [0.11, -0.08, 0.03], [0.03, 0.12, -0.06], [-0.01, 0.01, -0.02], [-0.10, 0.08, 0.01], [-0.06, -0.03, -0.01], [0.02, -0.02, -0.04], [0.01, -0.12, 0.03], [0.05, -0.03, 0.04], [0.02, -0.03, 0.03], [-0.03, 0.05, 0.03], [-0.06, 0.07, 0.00], [0.01, -0.02, 0.00], [0.01, -0.01, 0.00], [0.00, -0.01, -0.03], [-0.06, 0.04, -0.05], [-0.02, -0.01, 0.03], [0.06, 0.03, 0.02], [-0.07, -0.03, -0.03], [0.01, 0.08, -0.03], [0.06, -0.03, -0.05], [0.02, 0.00, 0.03], [0.01, 0.06, 0.01], [0.02, 0.06, -0.01], [0.05, 0.03, 0.02], [0.06, 0.01, -0.02], [-0.01, -0.10, 0.01], [-0.02, -0.02, 0.00], [0.02, -0.03, 0.03], [-0.06, 0.04, 0.03], [0.05, 0.03, -0.02], [0.02, -0.02, -0.01], [0.02, -0.09, 0.02], [0.02, 0.02, 0.00], [0.03, -0.01, -0.07], [-0.15, -0.02, -0.03], [0.32, 0.10, -0.06], [0.22, 0.22, 0.23], [-0.27, -0.23, -0.15], [-0.07, 0.00, 0.25], [0.08, 0.04, -0.03], [0.20, 0.01, 0.03], [-0.07, 0.03, 0.12], [0.04, 0.02, -0.04], [0.06, 0.01, -0.01], [-0.05, -0.01, 0.02], [-0.09, 0.01, -0.06], [-0.09, -0.03, 0.04], [-0.01, -0.02, -0.09], [-0.03, -0.06, -0.10]], "e_homo_ev": [-13.27, -13.71], "charge": 2, "multiplicity": 5, "homo_lumo_gap_ha": [0.278, 0.205], "max_force_ev_per_a": 0.72, "total_energy_ev": -242308.5300, "de_lowest_kj_mol": 40.96}

2.
{"formula": "C27H35BF4N4P2Zn", "method": "wB97M-V/def2-TZVPD", "symbols": ["Zn", "C", "C", "C", "C", "C", "C", "C", "C", "C", "H", "H", "H", "H", "H", "H", "H", "H", "H", "H", "H", "H", "H", "H", "H", "P", "P", "N", "N", "N", "N", "C", "C", "C", "C", "C", "C", "C", "C", "C", "C", "C", "C", "C", "C", "C", "C", "C", "C", "H", "H", "H", "H", "H", "H", "H", "H", "H", "H", "H", "H", "H", "H", "H", "H", "H", "H", "H", "H", "F", "B", "F", "F", "F"], "coordinates": [[0.301, 1.117, 2.736], [-4.409, -1.755, -1.152], [-3.161, -1.830, -0.687], [-1.996, -1.017, -1.125], [-2.249, 0.496, -1.411], [-2.315, 0.863, -2.868], [-3.018, 0.190, -3.777], [-3.830, -1.012, -3.483], [-4.799, -0.856, -2.264], [-1.333, 2.224, 2.672], [-5.236, -2.248, -0.627], [-2.951, -2.471, 0.191], [-1.472, -1.479, -1.978], [-1.275, -1.047, -0.294], [-3.125, 0.837, -0.832], [-1.404, 1.076, -0.984], [-1.728, 1.754, -3.141], [-3.026, 0.520, -4.841], [-3.177, -1.883, -3.316], [-4.449, -1.266, -4.362], [-4.800, 0.193, -1.901], [-5.827, -1.054, -2.584], [-1.979, 1.837, 3.468], [-1.908, 2.204, 1.729], [-1.033, 3.268, 2.905], [1.039, 1.923, 0.555], [0.866, -1.554, 1.817], [1.146, 2.448, -1.311], [2.439, 2.904, 0.947], [1.076, -2.488, 0.200], [1.826, -2.832, 2.637], [1.964, 0.387, 0.203], [2.272, -0.418, 1.476], [0.391, 3.477, -1.862], [0.806, 3.708, -3.179], [1.862, 2.784, -3.448], [2.046, 2.035, -2.288], [2.407, 3.930, 1.896], [3.656, 4.519, 1.938], [4.477, 3.865, 0.977], [3.712, 2.891, 0.374], [0.133, -3.346, -0.373], [0.669, -3.931, -1.511], [1.981, -3.401, -1.678], [2.200, -2.521, -0.633], [2.807, -3.721, 2.164], [3.546, -4.195, 3.240], [3.005, -3.593, 4.421], [1.966, -2.766, 4.034], [2.911, 0.564, -0.321], [1.307, -0.163, -0.490], [3.224, -0.963, 1.382], [2.366, 0.228, 2.376], [-0.376, 3.961, -1.275], [0.412, 4.448, -3.854], [2.438, 2.675, -4.356], [2.760, 1.244, -2.107], [1.490, 4.103, 2.453], [3.949, 5.342, 2.588], [5.520, 4.077, 0.741], [3.965, 2.168, -0.401], [-0.841, -3.478, 0.089], [0.183, -4.666, -2.147], [2.700, -3.638, -2.459], [3.075, -1.920, -0.414], [2.891, -3.964, 1.117], [4.379, -4.880, 3.170], [3.351, -3.748, 5.433], [1.296, -2.134, 4.597], [-3.603, 0.402, 2.389], [-5.028, 0.405, 2.246], [-5.352, 0.872, 0.941], [-5.485, -0.947, 2.406], [-5.623, 1.248, 3.228]], "forces_ev_per_angstrom": [[-1.35, -0.14, 0.36], [-0.09, 0.01, 1.02], [-0.67, -0.76, 0.89], [0.75, 0.70, -0.06], [0.33, -0.05, 0.46], [0.01, 0.47, -0.12], [0.50, 0.81, -1.04], [-1.10, -0.56, -0.10], [0.14, 0.50, -0.61], [-0.85, 0.70, 1.39], [0.56, -0.09, -0.12], [-0.40, 0.30, -0.53], [-0.04, 0.18, 0.17], [-0.09, -0.03, -0.16], [0.19, -0.15, -0.26], [-0.21, -0.29, -0.12], [-0.38, -0.43, -0.12], [0.21, -0.09, 0.92], [-0.23, 0.20, -0.07], [0.37, 0.13, 0.26], [-0.07, -0.55, -0.25], [0.20, -0.06, 0.08], [-0.06, 0.27, -0.24], [0.75, -0.58, 0.17], [0.02, -0.61, -0.09], [3.85, 2.05, -5.82], [2.80, -4.12, -2.38], [-0.97, -0.09, 1.16], [-0.27, -0.05, 0.73], [-0.93, 0.79, 0.40], [-0.42, 0.52, 1.22], [-0.11, -0.22, 0.00], [-0.32, 0.18, -0.27], [0.38, -0.01, -0.83], [0.04, -0.63, 1.39], [-0.33, -0.28, 1.46], [-0.05, 0.10, -0.50], [0.64, -0.08, 0.04], [-0.74, 0.07, 0.32], [-0.32, -0.52, -0.38], [0.05, -0.08, 0.30], [0.27, -0.32, -0.15], [-0.31, 0.36, 0.79], [0.02, 0.58, 0.82], [0.02, -0.05, -0.24], [0.16, 0.15, 0.61], [-1.08, 0.88, -0.54], [-0.40, 0.49, -0.35], [0.59, -0.49, -0.46], [-0.56, 0.12, 0.19], [0.28, -0.05, 0.18], [-0.40, 0.18, 0.33], [0.39, 0.08, -0.04], [0.00, -0.02, -0.09], [-0.09, 0.02, 0.06], [-0.09, 0.00, 0.09], [-0.20, 0.13, -0.19], [0.29, 0.16, -0.12], [-0.15, -0.30, -0.24], [-0.45, -0.04, 0.10], [-0.03, 0.57, 0.34], [0.26, 0.02, -0.15], [0.06, 0.30, 0.26], [-0.25, 0.11, 0.25], [-0.17, -0.28, -0.13], [-0.07, 0.05, 0.11], [-0.20, -0.01, 0.02], [-0.12, 0.03, -0.10], [0.05, -0.15, 0.14], [-0.05, 0.15, 0.03], [-0.72, -0.49, 0.01], [0.26, -0.16, 0.52], [0.31, 0.98, -0.11], [0.57, -0.51, -0.61]], "e_homo_ev": -8.38, "charge": 0, "multiplicity": 1, "homo_lumo_gap_ha": 0.179, "max_force_ev_per_a": 7.28, "total_energy_ev": -113068.3552, "de_lowest_kj_mol": 387.28}

3.
{"formula": "C4H15N2O2", "method": "wB97M-V/def2-TZVPD", "symbols": ["C", "O", "C", "C", "C", "N", "N", "H", "H", "H", "H", "H", "H", "H", "H", "H", "H", "H", "H", "H", "H", "H", "O"], "coordinates": [[-1.136, 1.588, -1.830], [-0.725, 2.893, -1.387], [-0.619, 0.627, -0.759], [-0.481, -0.823, -1.264], [-0.294, -1.817, -0.060], [0.904, -1.556, 0.745], [0.722, 1.012, -0.311], [-0.811, 1.283, -2.822], [-2.221, 1.645, -1.746], [-1.165, 3.569, -1.930], [-1.349, 0.578, 0.007], [0.253, -0.908, -2.068], [-1.454, -1.110, -1.632], [-0.321, -2.819, -0.473], [-1.145, -1.651, 0.594], [1.768, -2.009, 0.456], [0.861, -1.874, 1.716], [1.031, 0.074, 0.436], [0.842, 1.979, -0.026], [1.371, 0.913, -1.096], [1.756, -1.946, 4.617], [0.298, -1.748, 4.243], [1.192, -1.613, 3.901]], "forces_ev_per_angstrom": [[-0.56, 0.86, 1.30], [0.34, 0.00, -0.78], [0.10, -0.85, -2.10], [-0.40, -0.11, 1.37], [0.36, 0.50, -0.93], [0.87, 0.88, 0.46], [1.42, -1.88, 1.28], [0.18, 0.34, -0.23], [-0.13, -0.78, -0.52], [0.28, -0.32, 0.29], [-0.16, 0.43, 1.37], [0.07, -0.12, 0.10], [-0.28, -0.06, -0.62], [-0.07, -0.27, 0.18], [-0.15, -0.24, 0.04], [-0.25, 0.02, -0.73], [-0.52, 0.40, -0.02], [-0.49, 1.21, -0.91], [-0.40, 0.11, 0.52], [-0.14, -0.06, 0.00], [-0.06, 0.13, -0.33], [0.17, 0.09, -0.03], [-0.19, -0.26, 0.26]], "e_homo_ev": -14.09, "charge": 1, "multiplicity": 1, "homo_lumo_gap_ha": 0.423, "max_force_ev_per_a": 2.68, "total_energy_ev": -11460.1616, "de_lowest_kj_mol": 105.75}